Molecular formula: C15H17N4O5S3V
Method: DFT, wB97M-V/def2-TZVPD

XYZ file:
```
45
Properties=species:S:1:pos:R:3:forces:R:3
V 1.04140 1.05088 1.23070 0.8 0.3 0.4
S 0.88295 2.66104 -0.42895 -0.1 0.0 -0.3
C -0.46215 1.89565 -1.29453 0.1 0.0 0.1
N -0.89225 2.53407 -2.33606 0.2 0.2 -0.1
N -1.95021 1.91076 -3.00778 -0.5 0.1 0.2
C -1.83716 0.79778 -3.78563 0.1 -0.1 -0.2
C -2.93536 0.39909 -4.56453 0.0 0.0 0.0
C -2.86965 -0.72525 -5.36348 0.0 0.0 0.0
C -1.71227 -1.49159 -5.42127 0.0 0.0 0.0
C -0.62116 -1.09401 -4.65881 0.0 -0.1 0.0
C -0.66787 0.02807 -3.85267 0.1 0.0 0.1
N -1.02367 0.70745 -0.91040 0.0 0.0 0.0
N -0.47519 0.09756 0.11035 -0.2 -0.1 -0.2
C -1.02458 -1.06054 0.46422 0.0 -0.1 0.1
C -0.37494 -1.83401 1.56010 0.1 0.0 -0.1
C -0.88734 -3.22648 1.69225 0.0 0.0 0.0
C -1.94277 -3.67119 1.00122 0.0 0.0 0.1
C -2.63679 -2.83384 0.04903 0.0 0.1 0.0
C -2.18099 -1.58942 -0.20249 -0.1 0.0 0.0
H -2.64457 2.57859 -3.29307 0.0 0.0 -0.1
H -3.85065 0.97849 -4.51726 0.0 0.0 0.0
H -3.73882 -1.00997 -5.94465 0.0 0.0 0.0
H -1.66414 -2.37803 -6.03930 0.0 0.0 0.0
H 0.29280 -1.67512 -4.68648 0.0 0.0 0.0
H 0.19245 0.31784 -3.26616 0.0 0.0 0.0
H 0.71243 -1.83177 1.45982 -0.1 0.0 0.0
H -0.38058 -3.85452 2.41322 0.0 0.0 0.0
H -2.28734 -4.68737 1.15541 0.0 0.0 0.0
H -3.50301 -3.22013 -0.47027 0.0 0.0 0.0
H -2.65626 -0.94898 -0.93209 0.0 0.0 0.0
O 0.43146 -0.41493 4.94147 0.1 0.0 0.0
S 0.43645 -0.21934 3.52749 -0.3 -0.1 0.0
O 0.02210 1.13267 3.07860 -0.1 -0.1 0.1
O 1.71503 -0.49309 2.82677 0.0 0.1 -0.1
O -0.60619 -1.23061 2.93192 0.0 0.0 0.2
C 3.90241 3.58163 3.86232 0.0 0.0 0.0
S 3.00656 2.05652 3.57769 0.1 0.0 0.0
C 4.37736 0.92457 3.78910 0.0 0.0 0.0
O 2.75463 2.08884 2.08956 -0.1 0.0 0.0
H 4.25006 3.60721 4.89292 0.0 0.0 0.1
H 3.20168 4.39406 3.68560 0.0 0.0 0.0
H 4.73170 3.64592 3.16065 0.0 0.0 0.0
H 4.74572 0.99075 4.81127 0.0 0.0 0.0
H 5.15258 1.17706 3.06806 0.0 0.0 0.0
H 3.97618 -0.06630 3.59618 0.0 0.0 0.0
```
Forces are in eV/Å.

Electronic energy   -90222.968 eV
Molecular weight   480.47 g mol⁻¹
Total charge   -1
Relative energy (zero: lowest compared OMol25 entry of this formula, charge and spin)   1.7843 eV
⟨S²⟩   3.771
HOMO-LUMO gap (alpha / beta)   5.79 / 5.78 eV
2S+1   4